The following is a DFT calculation (wB97M-V/def2-TZVPD) of a molecular structure, C28H26IIrN7O2S3.

The geometry in XYZ format:
```
68
Properties=species:S:1:pos:R:3:nbo_charge:R:1
Ir -0.295 0.318 0.023 0.96
C 3.850 3.521 -2.761 -0.76
S 3.556 3.543 -0.985 0.33
C 2.536 2.132 -0.681 -0.10
S 2.342 0.878 -1.808 -0.29
N 2.048 2.237 0.537 -0.44
N 1.232 1.235 0.999 -0.20
C 1.511 0.764 2.161 0.09
C 0.669 -0.311 2.660 0.15
C 0.756 -0.823 3.943 -0.18
C -0.147 -1.800 4.333 -0.11
C -1.110 -2.228 3.432 -0.22
C -1.137 -1.677 2.165 0.08
N -0.252 -0.759 1.780 -0.41
H 4.843 3.937 -2.919 0.25
H 3.119 4.135 -3.284 0.20
H 3.831 2.500 -3.132 0.26
H 2.377 1.130 2.698 0.25
H 1.503 -0.442 4.625 0.25
H -0.114 -2.206 5.334 0.25
H -1.842 -2.974 3.704 0.25
H -1.874 -1.969 1.429 0.22
C 3.684 -2.562 -0.512 -0.68
C 2.500 -3.007 -1.283 0.31
N 2.604 -4.008 -2.130 -0.39
C 1.547 -4.336 -2.870 0.12
C 0.301 -3.677 -2.850 -0.01
C -0.786 -4.155 -3.789 -0.11
O -1.366 -3.089 -4.526 -0.72
C 0.130 -2.641 -1.946 -0.11
C -1.158 -1.970 -1.871 0.17
N -1.474 -0.914 -1.205 -0.49
C -2.771 -0.377 -1.470 0.21
C -3.938 -0.990 -1.067 -0.25
C -5.150 -0.360 -1.326 -0.14
C -5.178 0.859 -1.981 -0.19
C -3.998 1.462 -2.398 -0.18
C -2.783 0.840 -2.146 -0.06
I -2.094 1.731 1.268 -0.17
C 1.244 -2.284 -1.112 0.39
O 1.189 -1.391 -0.237 -0.56
H 4.521 -3.224 -0.706 0.26
H 3.462 -2.532 0.557 0.25
H 3.937 -1.537 -0.804 0.27
H 1.680 -5.180 -3.539 0.22
H -1.589 -4.625 -3.216 0.21
H -0.384 -4.924 -4.450 0.21
H -0.882 -2.968 -5.350 0.49
H -1.929 -2.369 -2.523 0.24
H -3.902 -1.938 -0.546 0.23
H -6.073 -0.827 -1.011 0.24
H -6.121 1.351 -2.171 0.25
H -4.049 2.416 -2.910 0.24
N -0.857 5.872 -4.499 -0.73
C -1.703 4.863 -4.293 0.06
S -3.212 4.724 -4.912 0.01
C -1.250 3.790 -3.358 -0.18
C -0.517 4.000 -2.202 0.06
C -0.204 2.954 -1.295 0.04
N -0.560 1.715 -1.470 -0.28
C -1.426 1.424 -2.602 -0.22
C -1.676 2.497 -3.555 0.17
H -1.147 6.638 -5.089 0.44
H 0.092 5.877 -4.163 0.41
H -0.171 4.993 -1.934 0.25
H 0.385 3.190 -0.419 0.28
H -0.892 0.646 -3.178 0.32
H -2.265 2.258 -4.434 0.28
```

Values from the calculation:
Charge: +2
2S+1: 2
Gap between HOMO and LUMO (alpha / beta) (eV): 4.3011 / 4.1102
Expectation value of S²: 0.781

=====

The following is a DFT calculation (wB97M-V/def2-TZVPD) of a molecular structure, C28H26KN2OSSi.

The geometry in XYZ format:
```
60
Properties=species:S:1:pos:R:3:nbo_charge:R:1
K 0.066 0.026 0.030 0.90
C 1.484 4.739 0.318 -1.12
Si 1.196 3.282 -0.876 1.79
C 1.579 3.940 -2.626 -1.12
C 2.533 1.991 -0.515 -1.12
N -0.258 2.461 -0.641 -1.20
C -1.506 2.955 -0.715 0.16
C -1.858 4.260 -1.156 -0.29
C -3.163 4.709 -1.199 -0.21
C -4.210 3.892 -0.795 -0.31
C -3.913 2.610 -0.347 -0.27
C -2.611 2.148 -0.325 0.26
O -2.325 0.863 0.191 -0.55
C -3.232 -0.126 -0.074 0.38
C -3.551 -1.007 0.953 -0.29
C -4.449 -2.039 0.733 -0.20
C -5.038 -2.204 -0.511 -0.23
C -4.707 -1.333 -1.541 -0.20
C -3.809 -0.302 -1.331 -0.29
H 2.467 5.204 0.210 0.22
H 1.391 4.379 1.346 0.23
H 0.726 5.515 0.179 0.22
H 2.548 4.445 -2.662 0.22
H 0.818 4.644 -2.974 0.22
H 1.605 3.111 -3.338 0.23
H 3.534 2.408 -0.654 0.22
H 2.431 1.135 -1.187 0.23
H 2.457 1.634 0.516 0.22
H -1.053 4.912 -1.473 0.20
H -3.371 5.715 -1.550 0.19
H -5.235 4.239 -0.815 0.20
H -4.712 1.961 -0.009 0.21
H -3.084 -0.866 1.921 0.22
H -4.689 -2.715 1.544 0.21
H -5.746 -3.006 -0.676 0.20
H -5.146 -1.465 -2.522 0.21
H -3.547 0.382 -2.127 0.23
S 3.029 -3.050 2.848 0.31
C 2.412 -1.894 3.982 -0.26
C 2.702 -1.746 5.331 -0.21
C 2.076 -0.725 6.028 -0.23
C 1.182 0.131 5.385 -0.22
C 0.892 -0.018 4.041 -0.24
C 1.507 -1.042 3.321 0.19
N 1.321 -1.312 1.987 -0.53
C 2.025 -2.311 1.563 0.16
C 2.065 -2.827 0.202 -0.14
C 3.026 -3.809 -0.107 -0.21
C 3.145 -4.293 -1.390 -0.28
C 2.280 -3.800 -2.366 -0.21
C 1.321 -2.858 -2.033 -0.29
C 1.142 -2.305 -0.745 -0.36
H 3.401 -2.409 5.826 0.21
H 2.283 -0.589 7.082 0.20
H 0.711 0.926 5.950 0.21
H 0.203 0.650 3.538 0.22
H 3.687 -4.186 0.669 0.19
H 3.893 -5.037 -1.637 0.19
H 2.367 -4.164 -3.386 0.19
H 0.653 -2.523 -2.827 0.18
```

Values from the calculation:
Charge: -1
Gap between HOMO and LUMO (eV): 6.2821

=====

The following is a DFT calculation (wB97M-V/def2-TZVPD) of a single C28H26N2O5S molecule.

The geometry in XYZ format:
```
62
Properties=species:S:1:pos:R:3:nbo_charge:R:1
C -4.021 -2.048 -2.075 -0.63
C -4.085 -0.527 -2.244 -0.22
N -3.441 0.181 -1.154 -0.44
C -2.100 0.355 -1.059 0.68
O -1.571 0.895 -0.111 -0.62
C -1.231 -0.114 -2.238 -0.17
O 0.072 -0.371 -1.749 -0.48
C 0.143 -1.403 -0.891 0.77
O -0.798 -2.129 -0.675 -0.60
C 1.495 -1.511 -0.296 -0.04
C 2.192 -0.355 -0.037 -0.22
C 3.475 -0.434 0.555 0.18
C 4.229 0.789 0.873 0.02
C 4.773 0.908 2.131 -0.19
C 5.431 2.077 2.527 -0.21
C 5.546 3.127 1.660 -0.20
C 5.043 3.032 0.345 0.03
C 5.194 4.091 -0.574 -0.20
C 4.745 3.975 -1.859 -0.21
C 4.141 2.782 -2.284 -0.21
C 3.970 1.741 -1.415 -0.19
C 4.388 1.841 -0.070 -0.09
N 4.016 -1.577 0.900 -0.39
C 3.358 -2.724 0.660 0.12
C 3.982 -3.934 1.033 -0.18
C 3.363 -5.129 0.801 -0.20
C 2.101 -5.169 0.188 -0.21
C 1.468 -4.014 -0.186 -0.20
C 2.073 -2.764 0.045 -0.01
C -4.247 0.711 -0.062 -0.06
C -5.011 1.983 -0.475 -0.42
C -5.774 2.436 0.748 -0.65
S -6.448 0.855 1.372 2.16
O -7.756 0.637 0.819 -0.95
O -6.309 0.764 2.796 -0.93
C -5.263 -0.253 0.520 -0.66
H -3.033 -2.358 -1.744 0.24
H -4.734 -2.390 -1.331 0.21
H -4.250 -2.536 -3.019 0.22
H -5.127 -0.202 -2.289 0.21
H -3.617 -0.229 -3.186 0.20
H -1.619 -1.011 -2.722 0.21
H -1.126 0.701 -2.958 0.22
H 1.744 0.606 -0.235 0.25
H 4.665 0.087 2.824 0.23
H 5.834 2.145 3.527 0.22
H 6.036 4.042 1.962 0.21
H 5.683 4.996 -0.243 0.21
H 4.865 4.790 -2.558 0.21
H 3.818 2.689 -3.311 0.21
H 3.528 0.819 -1.763 0.22
H 4.954 -3.874 1.497 0.23
H 3.842 -6.055 1.086 0.22
H 1.628 -6.123 0.012 0.22
H 0.494 -4.048 -0.647 0.23
H -3.527 0.985 0.718 0.26
H -5.716 1.756 -1.278 0.21
H -4.311 2.742 -0.827 0.23
H -6.596 3.109 0.534 0.26
H -5.130 2.842 1.521 0.24
H -4.841 -0.947 1.238 0.26
H -5.845 -0.776 -0.232 0.24
```

Values from the calculation:
Structure (SMILES): CCN(C(=O)COC(=O)c1cc(-c2cccc3ccccc23)nc2ccccc12)[C@H]1CCS(=O)(=O)C1
Gap between HOMO and LUMO (eV): 7.7404